Version w
21
Properties=species:S:1:pos:R:3 method="wB97M-V/def2-TZVPD" molar_mass_g_mol=104.177 e_lumo_ev=-3.170 orbital_gap_ev=11.06 charge=+1
C -1.067 2.243 2.172
C -1.589 0.848 1.842
N -1.710 0.658 0.370
H -1.729 3.015 1.776
H -1.033 2.353 3.255
H -0.059 2.422 1.791
H -0.927 0.079 2.235
H -2.566 0.762 2.320
H -2.250 -0.180 0.189
H -2.266 1.418 -0.006
C 2.067 -2.683 -1.988
N 0.622 0.462 -0.845
C 1.058 -0.764 -0.874
N 1.807 -1.240 -1.868
H 1.249 -3.134 -2.551
H 2.141 -3.107 -0.990
H 3.003 -2.877 -2.503
H 1.201 1.191 -1.250
H -0.320 0.709 -0.223
H 0.679 -1.462 -0.133
H 1.690 -0.714 -2.719

---

Version x
21
Properties=species:S:1:pos:R:3 method="wB97M-V/def2-TZVPD" molar_mass_g_mol=104.177 e_lumo_ev=-2.692 orbital_gap_ev=10.26 charge=+1
C -1.389 -1.569 1.543
N 0.068 -1.330 1.412
C 0.557 -0.064 2.019
H -1.598 -2.580 1.204
H -1.716 -1.425 2.569
H -1.909 -0.869 0.893
H 0.340 -1.323 0.371
H 0.543 -2.129 1.830
H -0.152 0.717 1.748
H 1.571 0.160 1.713
H 0.464 -0.178 3.100
C -0.086 2.401 -2.092
N -0.148 1.060 -1.527
C 0.802 0.143 -1.783
N 0.901 -0.991 -1.184
H -0.342 3.138 -1.331
H 0.903 2.631 -2.469
H -0.850 2.523 -2.864
H -0.850 0.865 -0.829
H 1.480 0.467 -2.572
H 1.410 -1.648 -1.754

---

Short version: version x is the least stable of them.

---

Version w
7
Properties=species:S:1:pos:R:3 method="wB97M-V/def2-TZVPD" molar_mass_g_mol=59.044 e_lumo_ev=-6.451 orbital_gap_ev=12.85 charge=+1
C 1.049 0.266 0.012
C -0.732 -0.225 -0.046
O -0.081 1.023 -0.072
O 0.515 -0.890 -0.082
H 2.167 0.428 0.116
H -1.371 -0.289 0.817
H -1.547 -0.313 -0.745

---

Version x
7
Properties=species:S:1:pos:R:3 method="wB97M-V/def2-TZVPD" molar_mass_g_mol=59.044 e_lumo_ev=-6.792 orbital_gap_ev=12.31 charge=+1
C -0.577 1.027 0.486
C 0.344 -0.474 -0.204
O -0.989 -0.120 0.134
O 0.798 0.803 0.161
H -1.057 1.785 0.936
H 0.750 -1.376 0.276
H 0.631 -0.754 -1.179

---

Short version: version x is the least stable of them.

---

Version w
7
Properties=species:S:1:pos:R:3 method="wB97M-V/def2-TZVPD" molar_mass_g_mol=59.044 e_lumo_ev=-6.850 orbital_gap_ev=10.00 charge=+1
C -1.364 -0.574 0.109
C 1.211 0.389 -0.081
O -1.539 0.549 0.024
O 0.755 -0.738 -0.014
H -1.906 -1.593 -0.110
H 2.223 0.565 0.059
H 0.620 1.402 0.013

---

Version x
7
Properties=species:S:1:pos:R:3 method="wB97M-V/def2-TZVPD" molar_mass_g_mol=59.044 e_lumo_ev=-7.157 orbital_gap_ev=10.87 charge=+1
C 1.779 0.552 0.954
C -0.269 -0.428 -0.504
O 2.935 0.630 0.978
O 0.989 -0.304 -0.274
H 0.917 0.834 1.604
H -0.480 -0.693 -1.474
H -1.081 -0.337 0.133

---

Version y
7
Properties=species:S:1:pos:R:3 method="wB97M-V/def2-TZVPD" molar_mass_g_mol=59.044 e_lumo_ev=-5.589 orbital_gap_ev=12.81 charge=+1
C 0.406 -0.494 -0.496
C -0.320 0.746 0.206
O -1.325 -0.004 0.698
O 0.015 -0.412 0.905
H -0.200 -1.150 -1.117
H 1.480 -0.451 -0.654
H -0.057 1.765 0.459

---

Short version: version y is the least stable of them.

---

Version w
8
Properties=species:S:1:pos:R:3 method="wB97M-V/def2-TZVPD" molar_mass_g_mol=90.038 e_lumo_ev=-1.267 orbital_gap_ev=8.81
C 0.160 0.492 0.184
N 1.381 0.453 -0.567
N -0.681 -0.688 0.458
O 1.615 -0.543 -1.254
O -0.115 -1.774 0.221
O -1.829 -0.566 0.749
H -0.619 1.271 -0.749
H 0.088 1.358 0.957

---

Version x
8
Properties=species:S:1:pos:R:3 method="wB97M-V/def2-TZVPD" molar_mass_g_mol=90.038 e_lumo_ev="-1.220 / -1.219" orbital_gap_ev="8.07 / 8.07"
N 0.301 -1.041 -0.802
C 0.243 0.142 -0.005
O 0.881 1.261 -0.494
N -1.354 0.497 0.171
O -1.947 -0.041 1.042
O 0.779 -0.693 0.860
H 1.716 1.371 -0.016
H -0.619 -1.496 -0.755

---

Version y
8
Properties=species:S:1:pos:R:3 method="wB97M-V/def2-TZVPD" molar_mass_g_mol=90.038 e_lumo_ev=-0.219 orbital_gap_ev=8.69 smiles="O=C1N(O)N1O"
C 0.169 -1.268 -0.070
O -1.540 0.703 -0.265
O 1.452 0.663 -0.607
N -0.784 0.004 0.697
N 0.550 -0.111 0.385
O 0.238 -2.380 -0.401
H -2.134 1.254 0.266
H 2.049 1.135 -0.005

---

Version z
8
Properties=species:S:1:pos:R:3 method="wB97M-V/def2-TZVPD" molar_mass_g_mol=90.038 e_lumo_ev=0.444 orbital_gap_ev=10.53 smiles="C#[N+][O-].O=NO"
C 1.796 0.996 -1.190
N 1.428 0.747 -0.147
N -1.225 -1.130 0.207
O 1.063 0.238 0.886
O -2.212 -0.708 1.078
O -1.085 -0.362 -0.690
H 2.286 1.334 -2.059
H -2.052 -1.115 1.916

---

Short version: version w is the least stable of them.

---

Version w
9
Properties=species:S:1:pos:R:3 method="wB97M-V/def2-TZVPD" molar_mass_g_mol=202.074 e_lumo_ev=3.240 orbital_gap_ev=6.09 charge=-1
C -2.942 0.654 0.248
C 1.483 -0.177 0.093
O -3.164 0.358 -0.848
O -2.845 0.931 1.379
S 2.745 -1.407 -0.113
S 1.413 0.809 -1.356
Br -0.430 -1.223 0.158
H 2.831 -1.884 1.212
H 0.909 1.939 -0.772

---

Version x
9
Properties=species:S:1:pos:R:3 method="wB97M-V/def2-TZVPD" molar_mass_g_mol=202.074 e_lumo_ev=3.311 orbital_gap_ev=6.44 charge=-1
C 0.796 -1.209 -0.394
C -0.751 0.278 0.174
O 0.591 -1.314 -1.547
O 1.316 -1.492 0.618
S -0.199 1.830 -0.829
S -0.405 0.399 1.922
Br -2.646 -0.115 -0.212
H 0.465 0.952 -1.594
H 0.832 0.669 1.862

---

Short version: version x is the least stable of them.

---

Version w
12
Properties=species:S:1:pos:R:3 method="wB97M-V/def2-TZVPD" molar_mass_g_mol=73.099 e_lumo_ev=0.781 orbital_gap_ev=9.35
C 0.341 -0.180 -1.215
C -0.718 -0.506 1.195
H -0.494 -0.745 -1.797
H 0.638 0.815 -1.798
H 1.196 -0.839 -1.258
H 1.185 1.681 0.779
H -0.032 2.033 -0.332
H -1.022 0.232 1.950
H -0.377 -2.308 0.607
N 0.088 0.103 0.196
N 0.206 1.489 0.475
N -1.012 -1.774 1.198

---

Version x
12
Properties=species:S:1:pos:R:3 method="wB97M-V/def2-TZVPD" molar_mass_g_mol=73.099 e_lumo_ev=1.045 orbital_gap_ev=10.13
C -1.001 -1.087 -0.587
C 1.286 0.932 0.401
H -0.060 -0.968 -1.233
H -1.941 -0.938 -1.052
H -0.973 -2.190 -0.328
H -1.147 0.748 0.190
H 0.489 -0.147 2.011
H 2.154 1.060 1.018
H 0.307 1.440 -1.162
N -0.798 -0.272 0.493
N 0.444 -0.171 0.907
N 1.241 1.591 -0.657

---

Short version: version x is the least stable of them.